A cluster of 2 separate species, C6H11PS in total in a non-equilibrium geometry. Source: the Open Molecules 2025 dataset; level of theory: wB97M-V/def2-TZVPD.

Cartesian coordinates (Å):
C 1.271 0.104 -1.038
C 0.284 -0.634 -0.585
C 1.163 1.584 -0.748
C -0.263 1.894 -0.269
C -0.032 -2.839 -0.701
C -0.699 0.067 2.041
P -1.022 0.273 0.240
S -2.862 -0.058 -0.268
H 2.144 -0.257 -1.557
H 1.897 1.838 0.023
H 1.415 2.162 -1.640
H -0.293 2.627 0.538
H -0.877 2.276 -1.090
H 0.354 -3.044 -1.679
H -1.097 -2.862 -0.580
H 0.562 -3.165 0.132
H -0.529 -0.994 2.235
H 0.170 0.640 2.359
H -1.587 0.388 2.588

- E_LUMO (eV) = 0.7
- energy relative to the best compared isomer or geometry (same formula, charge and spin) (eV) = 1.503
- HOMO energy (eV) = -8.4

---

An isolated molecule of C6H12 in a non-equilibrium geometry. Source: the Open Molecules 2025 dataset; level of theory: wB97M-V/def2-TZVPD.

Cartesian coordinates (Å):
C -2.649 0.255 -0.628
C -1.313 0.290 -0.788
C -0.573 0.898 0.331
C 0.326 -0.094 1.113
C 1.341 -0.989 0.282
C 2.449 -0.293 -0.367
H -3.177 0.713 0.268
H -3.396 -0.361 -1.306
H -0.996 0.087 -1.816
H -1.205 1.411 1.086
H -0.086 1.719 -0.221
H -0.366 -0.757 1.627
H 0.954 0.352 1.885
H 1.718 -1.798 0.922
H 0.801 -1.598 -0.480
H 3.172 -0.935 -0.912
H 2.171 0.535 -1.095
H 2.926 0.233 0.387

- SMILES = C=CCCCC
- E_LUMO (eV) = 1.2
- energy relative to the best compared isomer or geometry (same formula, charge and spin) (eV) = 2.017
- HOMO energy (eV) = -9.4

---

An isolated molecule of C6H12 in a non-equilibrium geometry. Source: the Open Molecules 2025 dataset; level of theory: wB97M-V/def2-TZVPD.

Cartesian coordinates (Å):
C 0.360 -0.849 -1.158
C -0.817 -1.165 -0.240
C -0.578 -0.663 1.193
C -0.357 0.851 1.150
C 0.797 1.194 0.234
C 0.619 0.640 -1.171
H 0.113 -1.157 -2.163
H 1.225 -1.452 -0.838
H -1.735 -0.718 -0.634
H -1.036 -2.257 -0.265
H 0.308 -1.147 1.664
H -1.427 -0.959 1.810
H -0.149 1.199 2.160
H -1.259 1.373 0.794
H 1.718 0.781 0.695
H 0.879 2.272 0.210
H 1.472 0.846 -1.830
H -0.247 1.162 -1.655

- SMILES = C1CCCCC1
- E_LUMO (eV) = 1.3
- energy relative to the best compared isomer or geometry (same formula, charge and spin) (eV) = 0.000
- HOMO energy (eV) = -10.5

---

A cluster of 2 separate species, C6H12 in total. Source: the Open Molecules 2025 dataset; level of theory: wB97M-V/def2-TZVPD.

Cartesian coordinates (Å):
C -1.879 -1.231 -0.410
C -1.488 0.032 -0.285
C -1.789 0.883 0.903
H -2.359 -1.758 0.410
H -1.836 -1.763 -1.353
H -1.039 0.538 -1.139
H -0.905 1.407 1.253
H -2.511 1.650 0.621
H -2.218 0.336 1.743
C 1.939 1.356 -0.155
C 1.621 0.154 0.306
C 1.690 -1.099 -0.499
H 2.110 1.548 -1.212
H 2.077 2.182 0.528
H 1.449 0.022 1.375
H 0.742 -1.642 -0.414
H 2.510 -1.726 -0.118
H 1.886 -0.888 -1.556

- SMILES = C=CC.C=CC
- E_LUMO (eV) = 1.2
- energy relative to the best compared isomer or geometry (same formula, charge and spin) (eV) = 1.896
- HOMO energy (eV) = -9.5

---

An isolated molecule of C6H12 in a non-equilibrium geometry. Source: the Open Molecules 2025 dataset; level of theory: wB97M-V/def2-TZVPD.

Cartesian coordinates (Å):
C -1.646 0.949 0.008
C -0.118 0.986 -0.118
C 0.223 -0.317 -1.286
C 0.274 -1.464 -0.259
C 1.270 -0.715 0.627
C 0.609 0.535 1.166
H -1.977 -0.045 0.329
H -2.085 1.158 -0.970
H -2.081 1.667 0.720
H 0.195 1.997 -0.419
H 1.078 -0.581 -1.978
H -0.593 -0.167 -1.970
H -0.713 -1.698 0.148
H 0.725 -2.409 -0.595
H 1.827 -1.314 1.369
H 1.713 -0.166 -0.305
H -0.081 0.354 2.000
H 1.380 1.230 1.534

- SMILES = CC1CCCC1
- E_LUMO (eV) = 1.2
- energy relative to the best compared isomer or geometry (same formula, charge and spin) (eV) = 2.487
- HOMO energy (eV) = -10.3

---

An isolated molecule of C6H12 in a non-equilibrium geometry. Source: the Open Molecules 2025 dataset; level of theory: wB97M-V/def2-TZVPD.

Cartesian coordinates (Å):
C -1.582 0.169 0.500
C -1.301 0.221 -0.997
C 0.201 0.172 -1.267
C 1.092 1.114 -0.518
C 1.168 -0.375 -0.209
C 0.919 -1.011 1.324
H -2.260 -0.636 0.797
H -0.634 -0.131 0.952
H -1.892 1.124 0.933
H -1.689 1.136 -1.460
H -1.755 -0.634 -1.508
H 0.407 0.037 -2.337
H 0.570 1.699 0.235
H 1.872 1.677 -1.038
H 2.031 -0.935 -0.591
H 1.744 -0.582 1.885
H 1.014 -2.090 1.214
H 0.095 -0.954 2.084

- SMILES = CC[C@H]1C[C@H]1C
- E_LUMO (eV) = 1.2
- energy relative to the best compared isomer or geometry (same formula, charge and spin) (eV) = 2.709
- HOMO energy (eV) = -9.8

---

An isolated molecule of C6H12. Source: the Open Molecules 2025 dataset; level of theory: wB97M-V/def2-TZVPD.

Cartesian coordinates (Å):
C -0.569 -0.847 1.569
C -0.013 -0.219 0.276
C 0.682 -1.353 -0.466
C -1.091 0.548 -0.534
C -0.029 1.560 -1.005
C 0.956 1.010 0.060
H 0.193 -1.279 2.228
H -1.243 -0.222 2.169
H -1.184 -1.693 1.222
H 1.631 -1.533 0.059
H 0.929 -1.058 -1.491
H 0.096 -2.279 -0.470
H -1.636 -0.033 -1.287
H -1.828 1.034 0.120
H -0.286 2.618 -0.907
H 0.288 1.377 -2.039
H 1.201 1.694 0.880
H 1.904 0.676 -0.386

- SMILES = CC1(C)CCC1
- E_LUMO (eV) = 1.0
- energy relative to the best compared isomer or geometry (same formula, charge and spin) (eV) = 1.190
- HOMO energy (eV) = -10.4

---

An isolated molecule of C6H12. Source: the Open Molecules 2025 dataset; level of theory: wB97M-V/def2-TZVPD.

Cartesian coordinates (Å):
C -1.166 -1.090 0.383
C -0.305 0.099 -0.052
C -1.213 1.184 -0.640
C 0.787 0.572 0.980
C 1.832 -0.254 0.250
C 0.888 -0.314 -0.985
H -1.733 -1.495 -0.468
H -0.566 -1.906 0.802
H -1.899 -0.783 1.139
H -1.774 0.792 -1.500
H -0.641 2.049 -0.997
H -1.951 1.543 0.089
H 0.963 1.641 0.824
H 0.841 0.397 2.060
H 1.924 -1.259 0.674
H 2.818 0.211 0.333
H 0.787 -1.291 -1.476
H 1.066 0.433 -1.768

- SMILES = CC1(C)CCC1
- E_LUMO (eV) = 1.0
- energy relative to the best compared isomer or geometry (same formula, charge and spin) (eV) = 1.082
- HOMO energy (eV) = -10.4

---

- Which value of HOMO energy does entry 7 give?
  -10.4 eV